C9H12O | ωB97M-V with the def2-TZVPD basis set

Properties
**Energy relative to the best compared isomer or geometry (same formula, charge and spin)**: 3.092 eV
**HOMO-LUMO gap**: 0.381 Eh
**M**: 136.194 g mol⁻¹
**Structure (SMILES)**: C=C[C@]12O[C@H]1[C@@H]1CC[C@H]2C1

Last column: natural (NBO) charge in e.
Element x y z (Å)
C1 3.186 -0.465 0.483  -0.36
C2 2.187 -0.612 -0.301  -0.17
C3 0.811 0.255 -0.429  0.21
O1 0.925 1.680 -0.457  -0.50
C4 0.203 1.133 0.651  0.06
C5 -1.259 1.047 0.442  -0.27
C6 -1.773 -0.293 0.877  -0.39
C7 -1.055 -1.274 -0.125  -0.40
C8 -0.382 -0.317 -1.136  -0.29
C9 -1.311 0.840 -1.111  -0.40
H1 3.956 -1.162 0.602  0.20
H2 3.214 0.290 1.210  0.19
H3 2.293 -1.236 -1.099  0.19
H4 0.770 1.339 1.641  0.20
H5 -1.841 1.823 0.830  0.22
H6 -2.833 -0.251 0.868  0.21
H7 -1.559 -0.623 1.984  0.20
H8 -0.373 -1.855 0.566  0.22
H9 -1.773 -1.976 -0.592  0.22
H10 -0.069 -0.897 -2.001  0.23
H11 -2.395 0.826 -1.267  0.22
H12 -0.921 1.727 -1.636  0.24

=====

C9H12O2 | ωB97M-V with the def2-TZVPD basis set

Properties
**Energy relative to the best compared isomer or geometry (same formula, charge and spin)**: 9.249 eV
**HOMO-LUMO gap**: 0.333 Eh
**M**: 152.193 g mol⁻¹

Last column: natural (NBO) charge in e.
Element x y z (Å)
C1 2.231 -1.035 -2.280  -0.65
C2 0.885 -0.740 -1.553  -0.13
C3 0.099 0.851 0.004  0.23
C4 -0.241 2.142 0.168  -0.25
C5 -1.326 2.570 0.878  -0.22
C6 -2.419 1.711 1.323  -0.21
C7 -2.169 0.340 1.096  -0.23
C8 -0.806 -0.055 0.716  0.27
C9 0.320 -1.964 1.489  -0.22
H1 2.661 0.139 -2.563  0.22
H2 3.235 -1.393 -1.646  0.23
H3 2.329 -1.417 -3.234  0.22
H4 0.027 -0.488 -2.243  0.20
H5 0.164 -1.554 -1.089  0.22
H6 0.168 3.222 -0.291  0.24
H7 -1.707 3.571 0.570  0.21
H8 -3.338 1.788 1.681  0.21
H9 -2.656 -0.542 1.458  0.22
H10 -0.149 -3.176 2.269  0.20
H11 1.332 -2.037 0.560  0.18
H12 0.726 -0.935 2.415  0.14
O1 1.233 0.367 -0.571  -0.50
O2 -0.597 -1.370 0.845  -0.58